1.
DFT (wB97M-V/def2-TZVPD) results for a structure of composition C48H122F6N10O14Zn in a non-equilibrium geometry.

Values from the calculation:
E_LUMO = 0.0192 Ha
Total energy = -160036.674 eV

Last column: Mulliken charge in e.
CARTESIAN COORDINATES (ANGSTROEM)
Zn (0.964, 0.046, 2.417)  3.47
C (0.146, -0.928, 0.094)  0.97
O (0.919, 0.205, 0.318)  1.01
O (0.171, -1.543, 1.367)  -2.38
C (-1.181, -0.778, -0.739)  -0.50
F (-0.985, -0.520, -2.046)  -0.14
F (-1.890, -1.935, -0.715)  -0.23
F (-1.922, 0.255, -0.313)  -0.12
C (1.274, 0.997, -0.815)  1.17
C (2.122, 2.148, -0.357)  0.67
H (2.489, 2.783, -1.163)  -0.51
H (1.716, 2.804, 0.413)  -0.36
H (2.970, 1.709, 0.169)  -0.16
H (0.452, 1.482, -1.343)  -0.66
H (1.905, 0.435, -1.503)  -0.27
H (0.785, -1.480, -0.596)  -0.10
C (3.408, 0.894, 3.116)  0.36
O (3.021, -0.313, 2.439)  -0.08
O (2.172, 1.584, 3.053)  -0.93
C (3.967, 0.566, 4.594)  0.30
F (3.747, 1.552, 5.431)  -0.27
F (3.623, -0.538, 5.214)  -0.24
F (5.333, 0.505, 4.548)  -0.30
C (4.154, -1.149, 2.017)  -0.75
C (3.618, -2.415, 1.375)  -0.67
H (3.083, -2.276, 0.435)  -0.07
H (4.486, -3.060, 1.247)  0.61
H (2.901, -2.916, 2.026)  0.03
H (4.691, -1.546, 2.878)  0.32
H (4.850, -0.613, 1.371)  0.17
H (4.184, 1.442, 2.581)  -0.08
C (-3.133, 1.959, -3.191)  -1.06
C (-3.240, 3.428, -2.800)  0.55
C (-4.582, 3.862, -2.143)  -0.73
O (-5.702, 4.010, -3.077)  -0.43
C (-6.861, 4.557, -2.371)  -0.73
N (-2.190, 3.722, -1.931)  0.03
H (-3.722, 1.829, -4.099)  0.44
H (-3.408, 1.309, -2.361)  0.13
H (-2.149, 1.588, -3.478)  0.03
H (-3.131, 4.115, -3.639)  0.43
H (-4.411, 4.824, -1.658)  0.14
H (-4.878, 3.282, -1.269)  0.38
H (-6.768, 5.499, -1.830)  0.25
H (-7.408, 3.839, -1.760)  0.32
H (-7.576, 4.708, -3.180)  0.34
H (-1.340, 3.475, -2.418)  -0.64
H (-2.068, 4.722, -1.862)  0.40
C (-3.375, -2.692, 2.736)  -0.09
C (-4.347, -1.509, 2.887)  0.29
C (-4.688, -1.197, 4.324)  -0.76
O (-5.430, 0.001, 4.370)  -0.37
C (-5.509, 0.468, 5.709)  -0.71
N (-3.610, -0.416, 2.321)  -0.29
H (-2.487, -2.592, 3.360)  -0.27
H (-2.922, -2.801, 1.751)  -0.26
H (-3.712, -3.682, 3.044)  0.20
H (-5.259, -1.690, 2.318)  0.21
H (-3.722, -1.101, 4.820)  0.11
H (-5.239, -2.024, 4.771)  0.55
H (-5.863, 1.493, 5.596)  0.27
H (-4.499, 0.585, 6.102)  0.24
H (-6.194, -0.109, 6.330)  0.31
H (-4.328, 0.258, 2.547)  0.35
H (-3.567, -0.487, 1.314)  -0.23
C (4.531, 1.093, -3.415)  -1.16
C (4.934, 2.445, -4.055)  0.99
C (4.947, 2.442, -5.574)  -1.14
O (6.143, 1.939, -6.135)  -0.42
C (6.106, 1.632, -7.530)  -0.75
N (4.095, 3.433, -3.416)  -0.02
H (3.472, 0.854, -3.517)  -0.12
H (4.689, 1.175, -2.340)  0.20
H (5.197, 0.313, -3.782)  0.58
H (5.966, 2.694, -3.808)  0.32
H (4.903, 3.463, -5.953)  0.47
H (4.128, 1.939, -6.088)  0.40
H (5.852, 2.496, -8.145)  0.32
H (5.375, 0.847, -7.724)  0.31
H (7.145, 1.430, -7.787)  0.27
H (4.432, 3.167, -2.502)  -0.82
H (4.517, 4.341, -3.552)  0.37
C (-1.122, -5.134, -0.514)  -0.49
C (-0.992, -5.210, 0.973)  2.09
C (-1.214, -6.645, 1.524)  -0.68
O (-1.102, -6.583, 2.946)  -0.44
C (-2.051, -6.116, 3.885)  -0.05
N (0.350, -4.635, 1.217)  0.36
H (-0.375, -5.775, -0.982)  0.07
H (-0.963, -4.133, -0.917)  -0.12
H (-2.158, -5.327, -0.792)  0.16
H (-1.661, -4.528, 1.498)  -1.44
H (-0.480, -7.308, 1.064)  0.30
H (-2.179, -7.035, 1.199)  0.30
H (-3.041, -6.392, 3.521)  -0.03
H (-2.057, -5.031, 3.990)  -0.10
H (-1.768, -6.679, 4.775)  0.36
H (0.292, -3.627, 1.236)  -0.81
H (0.705, -4.949, 2.109)  0.33
C (4.431, 5.008, -0.123)  -1.10
C (5.877, 4.466, -0.032)  0.31
C (6.128, 3.167, 0.750)  -0.40
O (7.499, 2.836, 0.668)  -0.47
C (7.828, 1.534, 1.258)  -0.71
N (6.258, 4.220, -1.408)  -0.46
H (3.924, 4.741, 0.804)  0.28
H (3.818, 4.655, -0.952)  0.12
H (4.356, 6.095, -0.143)  0.43
H (6.503, 5.245, 0.404)  0.46
H (5.700, 2.329, 0.200)  -0.05
H (5.682, 3.271, 1.740)  0.43
H (8.916, 1.482, 1.308)  0.33
H (7.430, 0.693, 0.689)  0.26
H (7.567, 1.402, 2.308)  0.27
H (7.159, 3.774, -1.505)  0.23
H (6.330, 5.139, -1.819)  0.24
C (2.554, -6.691, -0.533)  -1.26
C (3.291, -5.844, -1.652)  0.19
C (2.517, -4.552, -1.976)  0.08
O (3.010, -3.773, -3.049)  -0.51
C (2.328, -2.537, -3.115)  -0.31
N (4.608, -5.460, -1.150)  -0.73
H (1.565, -7.069, -0.792)  0.38
H (2.544, -6.213, 0.447)  0.09
H (3.144, -7.602, -0.438)  0.47
H (3.295, -6.385, -2.598)  0.37
H (2.398, -3.975, -1.058)  -0.18
H (1.510, -4.842, -2.277)  0.32
H (2.559, -1.967, -4.015)  0.33
H (2.816, -2.018, -2.291)  0.01
H (1.250, -2.649, -3.002)  0.23
H (4.533, -4.796, -0.393)  0.22
H (5.182, -5.005, -1.845)  0.34
C (-2.167, 1.911, 4.663)  -1.09
C (-0.857, 1.255, 4.243)  0.42
C (-0.573, -0.088, 5.034)  -0.97
O (0.524, -0.722, 4.353)  0.39
C (0.808, -2.022, 4.892)  -0.90
N (-0.957, 0.986, 2.784)  1.22
H (-3.008, 1.709, 4.000)  0.14
H (-2.042, 2.994, 4.658)  0.15
H (-2.329, 1.600, 5.695)  0.47
H (-0.016, 1.923, 4.432)  0.55
H (-1.441, -0.743, 4.961)  -0.09
H (-0.282, 0.128, 6.063)  0.58
H (1.105, -1.924, 5.936)  0.32
H (1.560, -2.569, 4.323)  0.15
H (0.015, -2.766, 4.956)  0.27
H (-1.173, 1.780, 2.198)  -0.65
H (-1.806, 0.454, 2.657)  -0.77
C (-0.464, 4.617, 1.428)  -1.49
C (-1.997, 4.289, 1.634)  0.81
C (-2.866, 5.382, 1.060)  -0.67
O (-4.255, 5.110, 1.354)  -0.27
C (-5.098, 6.214, 1.044)  -0.72
N (-2.143, 3.031, 0.984)  1.00
H (-0.201, 4.807, 0.387)  0.20
H (0.265, 3.948, 1.884)  0.02
H (-0.180, 5.484, 2.024)  0.56
H (-2.117, 4.089, 2.699)  0.12
H (-2.739, 5.529, -0.013)  0.16
H (-2.656, 6.314, 1.585)  0.56
H (-4.784, 7.212, 1.349)  0.32
H (-6.058, 6.036, 1.528)  0.22
H (-5.215, 6.215, -0.040)  0.22
H (-2.003, 3.199, -0.002)  -1.17
H (-3.110, 2.744, 1.024)  0.22
C (-6.055, -6.056, 2.619)  -1.35
C (-5.760, -6.154, 1.125)  0.11
C (-4.947, -4.983, 0.613)  0.59
O (-5.806, -3.815, 0.489)  -0.45
C (-5.327, -2.995, -0.539)  -0.78
N (-5.069, -7.422, 0.911)  -0.58
H (-6.581, -5.148, 2.913)  0.26
H (-5.101, -6.104, 3.144)  0.20
H (-6.700, -6.899, 2.868)  0.49
H (-6.683, -6.180, 0.544)  0.29
H (-4.620, -5.254, -0.391)  0.49
H (-4.013, -4.881, 1.167)  -0.56
H (-5.516, -3.465, -1.504)  0.49
H (-4.335, -2.584, -0.351)  0.16
H (-6.000, -2.137, -0.562)  0.34
H (-4.898, -7.503, -0.081)  0.23
H (-5.572, -8.254, 1.184)  0.24
C (1.267, 4.064, -5.716)  -1.37
C (0.499, 3.483, -4.527)  -0.11
C (0.554, 1.941, -4.652)  0.85
O (-0.247, 1.431, -5.785)  -0.54
C (-0.476, 0.054, -5.667)  -0.50
N (1.183, 3.867, -3.311)  -0.04
H (0.917, 3.708, -6.685)  0.36
H (2.322, 3.801, -5.644)  0.10
H (0.994, 5.119, -5.727)  0.49
H (-0.544, 3.792, -4.454)  0.24
H (0.223, 1.530, -3.699)  -0.59
H (1.580, 1.591, -4.766)  0.38
H (-0.730, -0.334, -6.653)  0.32
H (-1.183, -0.298, -4.915)  0.15
H (0.514, -0.379, -5.522)  0.18
H (1.239, 4.869, -3.426)  0.31
H (2.146, 3.563, -3.345)  -0.14

---

2.
DFT (wB97M-V/def2-TZVPD) results for a cluster of 9 separate species, C48H122N8O17 in total in a non-equilibrium geometry.

Values from the calculation:
SMILES string = COC[C@H](C)N.COCCNCCOC.COCCNCCOC.COCCNCCOC.COCCNCCOC.COCCNCCOC.COCCNCCOC.COCCNCCOC.OCCO
E_LUMO = 0.0052 Ha
Total energy = -98461.887 eV

Last column: Mulliken charge in e.
CARTESIAN COORDINATES (ANGSTROEM)
C (0.562, -35.398, 5.378)  -0.62
O (1.359, -36.545, 5.500)  -0.35
C (2.034, -36.675, 6.762)  -0.66
C (3.510, -36.028, 6.660)  0.73
C (4.517, -36.744, 5.756)  -1.51
N (4.242, -35.979, 7.978)  -0.61
H (1.185, -34.538, 5.624)  0.27
H (-0.185, -35.428, 6.171)  0.28
H (0.037, -35.292, 4.428)  0.25
H (1.533, -36.095, 7.537)  0.31
H (2.245, -37.707, 7.042)  0.36
H (3.390, -35.062, 6.169)  0.08
H (3.927, -37.144, 4.931)  0.38
H (5.068, -37.609, 6.126)  0.39
H (5.153, -35.969, 5.328)  0.33
H (5.249, -35.944, 8.051)  0.24
H (3.958, -35.266, 8.635)  0.16
C (1.817, -27.684, 17.180)  -0.77
O (2.915, -27.998, 18.043)  -0.27
C (3.404, -27.008, 18.913)  -0.73
C (4.667, -26.222, 18.293)  -0.36
N (4.289, -25.625, 16.967)  -0.22
C (5.169, -24.663, 16.474)  -0.89
C (6.505, -25.246, 15.897)  -0.59
O (7.381, -25.805, 16.901)  -0.28
C (8.496, -26.418, 16.356)  -0.83
H (0.931, -27.101, 17.430)  0.33
H (1.513, -28.712, 16.982)  0.30
H (2.111, -27.587, 16.135)  0.25
H (3.643, -27.448, 19.881)  0.39
H (2.727, -26.265, 19.334)  0.38
H (5.560, -26.847, 18.281)  0.26
H (4.916, -25.375, 18.932)  0.30
H (4.262, -26.254, 16.177)  0.20
H (5.471, -23.908, 17.200)  0.40
H (4.730, -24.288, 15.550)  0.37
H (6.976, -24.388, 15.418)  0.42
H (6.290, -25.962, 15.104)  0.40
H (8.286, -27.313, 15.770)  0.32
H (9.344, -26.529, 17.032)  0.26
H (8.904, -25.715, 15.629)  0.33
C (7.191, -33.009, 9.767)  -0.74
O (7.142, -33.199, 11.139)  -0.27
C (8.373, -33.109, 11.869)  -0.45
C (9.338, -34.314, 11.594)  -0.85
N (8.594, -35.575, 11.389)  -0.21
C (7.936, -36.191, 12.523)  -0.65
C (7.672, -37.689, 12.299)  -0.50
O (8.855, -38.319, 11.761)  -0.36
C (8.453, -39.528, 11.128)  -0.82
H (7.920, -33.553, 9.167)  0.24
H (7.475, -31.956, 9.754)  0.36
H (6.222, -33.099, 9.276)  0.23
H (8.003, -33.165, 12.893)  0.22
H (8.918, -32.183, 11.689)  0.42
H (10.102, -34.408, 12.366)  0.47
H (9.876, -34.309, 10.646)  0.38
H (9.279, -36.295, 11.205)  0.23
H (7.005, -35.648, 12.686)  0.34
H (8.543, -36.082, 13.422)  0.34
H (6.803, -37.681, 11.641)  0.37
H (7.333, -38.049, 13.271)  0.32
H (7.553, -40.114, 11.315)  0.33
H (9.263, -40.174, 11.464)  0.30
H (8.601, -39.513, 10.048)  0.30
C (-5.043, -30.362, 15.871)  -0.84
O (-3.928, -31.023, 15.420)  -0.26
C (-4.261, -32.204, 14.692)  -0.59
C (-3.068, -33.256, 14.699)  -0.41
N (-3.258, -34.097, 13.493)  -0.37
C (-2.771, -35.422, 13.873)  -0.42
C (-2.422, -36.286, 12.694)  -0.60
O (-2.522, -37.688, 13.161)  -0.39
C (-3.651, -38.323, 13.757)  -0.70
H (-4.735, -29.615, 16.602)  0.30
H (-5.676, -30.893, 16.582)  0.34
H (-5.615, -29.872, 15.083)  0.30
H (-4.432, -31.922, 13.653)  0.30
H (-5.168, -32.734, 14.984)  0.33
H (-3.240, -33.801, 15.626)  0.27
H (-2.119, -32.723, 14.765)  0.34
H (-2.665, -33.873, 12.706)  0.22
H (-3.449, -35.873, 14.597)  0.31
H (-1.895, -35.274, 14.504)  0.33
H (-1.398, -36.155, 12.344)  0.34
H (-2.805, -36.001, 11.714)  0.32
H (-4.524, -37.801, 13.366)  0.33
H (-3.664, -38.106, 14.825)  0.27
H (-3.784, -39.383, 13.543)  0.26
C (5.733, -25.684, 1.096)  -0.72
O (5.159, -25.332, 2.365)  -0.26
C (5.404, -23.895, 2.753)  -0.63
C (4.641, -23.608, 4.140)  -0.86
N (3.365, -24.330, 4.103)  -0.21
C (2.801, -24.560, 5.449)  -0.81
C (1.377, -25.215, 5.321)  -0.53
O (1.521, -26.561, 4.890)  -0.30
C (0.237, -27.169, 4.970)  -0.80
H (5.395, -26.717, 1.016)  0.23
H (6.772, -25.367, 1.007)  0.27
H (5.253, -25.132, 0.288)  0.31
H (4.971, -23.192, 2.042)  0.32
H (6.461, -23.638, 2.683)  0.45
H (4.546, -22.554, 4.402)  0.44
H (5.322, -23.978, 4.907)  0.39
H (2.801, -23.645, 3.621)  0.23
H (2.619, -23.519, 5.715)  0.41
H (3.464, -24.915, 6.238)  0.43
H (0.793, -24.662, 4.585)  0.30
H (0.849, -25.009, 6.253)  0.42
H (0.279, -28.120, 4.439)  0.29
H (-0.432, -26.672, 4.268)  0.32
H (-0.160, -27.292, 5.978)  0.29
C (-8.652, -26.153, 7.113)  -0.82
O (-7.471, -25.648, 7.721)  -0.29
C (-6.281, -26.323, 7.535)  -0.26
C (-5.177, -25.557, 8.291)  -0.96
N (-4.572, -24.431, 7.557)  -0.40
C (-5.411, -23.319, 7.341)  -0.43
C (-5.183, -22.814, 5.857)  -0.56
O (-5.117, -23.941, 4.901)  -0.34
C (-4.756, -23.696, 3.592)  -0.83
H (-9.465, -25.833, 7.765)  0.25
H (-8.780, -27.230, 7.003)  0.34
H (-8.718, -25.819, 6.078)  0.29
H (-6.051, -26.355, 6.470)  0.27
H (-6.265, -27.292, 8.034)  0.41
H (-4.383, -26.304, 8.327)  0.40
H (-5.410, -25.450, 9.351)  0.35
H (-4.417, -24.769, 6.618)  0.30
H (-5.298, -22.494, 8.045)  0.39
H (-6.469, -23.559, 7.440)  0.21
H (-4.212, -22.320, 5.875)  0.42
H (-6.047, -22.185, 5.642)  0.37
H (-4.130, -24.434, 3.091)  0.27
H (-4.492, -22.670, 3.336)  0.33
H (-5.654, -23.888, 3.004)  0.29
C (11.329, -32.251, 19.548)  -0.82
O (10.018, -32.529, 19.284)  -0.30
C (9.750, -33.201, 17.988)  -0.67
C (8.263, -33.385, 17.855)  -0.50
N (7.603, -32.066, 17.771)  -0.48
C (6.181, -32.215, 18.119)  -0.88
C (5.288, -32.806, 17.111)  -0.39
O (5.170, -34.176, 17.278)  -0.34
C (4.318, -34.940, 16.383)  -0.73
H (11.385, -32.103, 20.627)  0.28
H (11.844, -31.482, 18.972)  0.30
H (11.970, -33.129, 19.468)  0.31
H (10.298, -34.140, 18.066)  0.45
H (10.132, -32.632, 17.140)  0.35
H (7.877, -33.850, 18.762)  0.37
H (8.014, -33.944, 16.953)  0.31
H (8.070, -31.560, 18.511)  0.29
H (5.831, -31.183, 18.152)  0.47
H (6.154, -32.597, 19.139)  0.46
H (5.667, -32.594, 16.111)  0.27
H (4.259, -32.489, 17.282)  0.47
H (3.813, -34.366, 15.605)  0.36
H (3.661, -35.657, 16.875)  0.25
H (4.999, -35.517, 15.758)  0.20
C (-4.650, -20.174, 15.435)  -0.65
O (-5.734, -20.604, 14.549)  -0.37
C (-6.437, -21.731, 15.020)  -0.61
C (-5.493, -22.956, 15.337)  -0.71
N (-4.681, -23.229, 14.138)  -0.32
C (-3.462, -24.044, 14.393)  -0.40
C (-2.529, -24.113, 13.125)  -0.54
O (-1.144, -24.291, 13.493)  -0.34
C (-0.218, -23.782, 12.515)  -0.72
H (-4.305, -19.212, 15.056)  0.27
H (-3.875, -20.938, 15.496)  0.22
H (-4.876, -20.066, 16.496)  0.32
H (-7.101, -22.060, 14.221)  0.39
H (-6.951, -21.614, 15.974)  0.37
H (-6.175, -23.782, 15.541)  0.40
H (-4.868, -22.602, 16.157)  0.35
H (-4.580, -22.411, 13.555)  0.30
H (-3.613, -25.085, 14.680)  0.23
H (-2.866, -23.609, 15.195)  0.31
H (-2.675, -23.215, 12.524)  0.38
H (-2.715, -24.996, 12.515)  0.29
H (-0.493, -24.200, 11.546)  0.30
H (0.812, -24.015, 12.786)  0.24
H (-0.269, -22.695, 12.451)  0.29
O (0.627, -30.694, 9.451)  -0.51
C (0.702, -29.746, 10.543)  -0.21
C (2.215, -29.598, 10.950)  -0.65
O (2.660, -30.608, 11.820)  -0.46
H (1.455, -31.177, 9.404)  0.32
H (0.299, -28.764, 10.298)  0.26
H (0.037, -30.039, 11.356)  0.23
H (2.243, -28.666, 11.514)  0.31
H (2.743, -29.524, 9.999)  0.42
H (3.616, -30.691, 11.854)  0.28